# 1
{
  "formula": "C22H39BFN3O3Zr",
  "method": "ωB97M-V/def2-TZVPD",
  "symbols": ["C", "C", "C", "C", "C", "C", "C", "C", "C", "C", "C", "C", "C", "C", "C", "C", "C", "C", "N", "O", "B", "O", "O", "C", "F", "C", "N", "C", "C", "N", "H", "H", "H", "H", "H", "H", "H", "H", "H", "H", "H", "H", "H", "H", "H", "H", "H", "H", "H", "H", "H", "H", "H", "H", "H", "H", "H", "H", "H", "H", "H", "H", "H", "H", "H", "H", "H", "H", "H", "Zr"],
  "xyz": [[6.60040, -1.77082, 1.54233], [7.29478, -2.34349, 0.32745], [7.49649, -1.24071, -0.76909], [6.15298, -0.74668, -1.35110], [6.04643, 0.79464, -1.40030], [5.26360, 1.39385, -0.20945], [3.84248, 1.81353, -0.57730], [3.18691, 2.75356, 0.47156], [1.66368, 2.64898, 0.51046], [1.04944, 3.33728, -0.72873], [-0.20608, 4.16559, -0.47148], [-1.58822, 3.46576, -0.35068], [-1.77821, 1.98664, -0.73619], [-3.31129, 1.77576, -0.89397], [-3.98627, 0.78730, 0.11464], [-4.02894, -0.63254, -0.40538], [-5.35915, -1.37249, 0.13614], [-6.45646, -0.67900, -0.53658], [-7.31465, -0.07810, -1.01066], [-5.59525, -1.25978, 1.48640], [-4.71305, -1.87353, 2.40663], [-5.27000, -2.88123, 3.18829], [-3.41452, -1.52103, 2.55531], [-5.39345, -2.88385, -0.36872], [-4.17785, -3.50528, -0.21691], [-5.68457, -2.86926, -1.81051], [-5.91439, -2.84260, -2.93325], [-6.58563, -3.66206, 0.30090], [-6.04959, -4.76392, 1.22038], [-5.64052, -5.84975, 0.81834], [6.83454, -0.71296, 1.66538], [6.97739, -2.27599, 2.44033], [5.52214, -1.90500, 1.52145], [6.73579, -3.17557, -0.08546], [8.31135, -2.64966, 0.59762], [8.02629, -0.40902, -0.31049], [8.12535, -1.62276, -1.56868], [5.29742, -1.17931, -0.83382], [6.10537, -1.10549, -2.37956], [7.05874, 1.18360, -1.38017], [5.56097, 1.04379, -2.34633], [5.17643, 0.61929, 0.55018], [5.81673, 2.21222, 0.25448], [3.21966, 0.93685, -0.72125], [3.91433, 2.33449, -1.58891], [3.65698, 2.53439, 1.42585], [3.50338, 3.81632, 0.25209], [1.34455, 3.18631, 1.39862], [1.36220, 1.60863, 0.55535], [0.96556, 2.64828, -1.56667], [1.82736, 4.11069, -1.03155], [-0.01534, 4.75172, 0.42442], [-0.27304, 4.88082, -1.28795], [-2.00720, 3.62151, 0.63955], [-2.23359, 4.01647, -1.02768], [-1.33981, 1.82370, -1.72036], [-1.31654, 1.28593, -0.04308], [-3.52074, 1.40220, -1.89492], [-3.83382, 2.72132, -0.79838], [-3.49910, 0.85497, 1.08444], [-4.98261, 1.19726, 0.26961], [-4.07471, -0.66753, -1.49098], [-3.15035, -1.18428, -0.08428], [-5.97421, -2.50523, 3.74260], [-2.84280, -2.28771, 2.41130], [-7.16121, -4.17545, -0.46767], [-7.22982, -2.97670, 0.83924], [-6.04055, -4.57401, 2.33550], [-5.29631, -6.57959, 1.46914], [3.86588, 4.51812, -1.55546]],
  "atomic_forces_ev_per_a": [[0.10, -0.13, 0.03], [-0.08, 0.66, -0.22], [-0.27, -0.12, 0.22], [0.29, 0.21, -0.37], [-0.20, -0.58, 0.58], [0.22, -0.23, -0.52], [0.55, 1.13, 0.94], [0.00, -1.80, -0.96], [0.41, 1.21, -0.37], [-0.02, -0.54, 0.69], [0.13, 0.01, -0.21], [0.14, -0.22, -0.09], [-0.36, 0.62, -0.50], [0.25, -1.06, 0.16], [-0.10, 0.97, 0.03], [0.60, -0.23, 0.28], [-0.67, 1.14, 0.09], [-0.53, 0.22, 0.05], [0.10, -0.12, -0.03], [0.93, -0.76, 0.14], [0.13, 0.09, 0.63], [-0.03, 0.40, -0.10], [-0.46, -0.33, -1.25], [0.64, -0.48, -1.63], [-0.55, 0.38, 0.68], [0.43, -0.06, 1.05], [-0.17, -0.02, -0.80], [-0.27, 0.17, 0.27], [0.28, -1.27, -1.51], [0.15, 1.24, 2.01], [0.07, 0.09, 0.16], [-0.12, 0.01, 0.07], [-0.15, 0.00, 0.03], [0.16, -0.30, -0.02], [0.03, -0.20, -0.18], [0.14, 0.08, 0.06], [0.13, -0.14, 0.03], [-0.12, -0.02, 0.07], [-0.08, -0.21, -0.01], [0.07, 0.25, -0.33], [0.09, 0.32, -0.11], [-0.04, 0.04, 0.29], [-0.05, 0.21, 0.01], [-0.24, 0.07, -0.52], [-0.15, -0.23, -0.48], [0.03, 0.35, 0.22], [-0.01, 0.41, 1.10], [-0.34, -0.17, 0.16], [-0.01, -0.15, 0.21], [-0.04, 0.04, -0.21], [0.05, 0.46, -0.34], [-0.06, 0.11, 0.12], [-0.10, 0.09, -0.08], [0.10, 0.05, 0.20], [-0.12, 0.15, 0.00], [0.20, -0.15, -0.03], [-0.03, -0.03, 0.20], [-0.03, 0.20, -0.18], [-0.09, 0.12, 0.03], [0.07, -0.24, 0.11], [-0.19, -0.15, -0.04], [-0.28, -0.13, -0.15], [-0.05, -0.32, 0.07], [-0.30, -0.38, 0.19], [0.45, 0.09, 0.67], [-0.14, 0.03, -0.04], [-0.07, 0.05, 0.13], [0.01, 0.58, 0.12], [-0.15, -0.61, -0.81], [-0.31, -0.87, -0.03]],
  "e_above_lowest_ev": 0.000,
  "total_energy_ev": -38680.9948,
  "orbital_gap_ev": 1.107,
  "lumo_ha": -0.63449,
  "charge": 4
}

# 2
{
  "formula": "C22H39N4O9PS2",
  "method": "ωB97M-V/def2-TZVPD",
  "symbols": ["C", "C", "C", "C", "C", "C", "O", "O", "S", "O", "O", "O", "C", "C", "C", "C", "C", "S", "O", "O", "O", "C", "C", "C", "C", "N", "C", "H", "H", "H", "H", "H", "H", "H", "H", "H", "H", "H", "H", "H", "H", "H", "H", "H", "H", "H", "H", "H", "O", "P", "N", "C", "C", "N", "C", "C", "N", "C", "C", "H", "H", "H", "H", "H", "H", "H", "H", "H", "H", "H", "H", "H", "H", "H", "H", "H", "H"],
  "xyz": [[3.04832, 1.66628, 6.36769], [1.94429, 1.42503, 5.94544], [0.52044, 1.42361, 5.34923], [-0.22674, 2.45632, 6.22795], [-1.73551, 2.65577, 5.92408], [-2.58275, 1.35755, 5.91797], [-2.24511, 3.48822, 6.98760], [0.13968, 0.03185, 5.50132], [0.56222, -0.82979, 4.19096], [1.57388, -1.79026, 4.42191], [-0.52035, -1.19918, 3.34271], [1.30242, 0.41036, 3.39852], [0.75670, 1.67620, 3.82252], [-0.49904, 2.07464, 2.96381], [-0.47477, 1.57233, 1.49374], [0.22668, 2.58642, 0.50708], [1.28440, 1.94213, -0.43512], [0.71612, 0.43679, -1.27823], [-0.71313, 0.42771, -1.35975], [1.37496, 0.33406, -2.54741], [1.30296, -0.80010, -0.37940], [1.81668, 2.73360, 3.42414], [1.65461, 4.08025, 3.86133], [2.61674, 5.02398, 3.44422], [3.66223, 4.56282, 2.61633], [3.86097, 3.31554, 2.20674], [2.92917, 2.45319, 2.61690], [3.92102, 2.00139, 6.91444], [0.29180, 3.42715, 6.22403], [-0.16188, 2.07383, 7.27018], [-1.88473, 3.22157, 4.98408], [-2.28886, 0.63954, 5.12525], [-2.58061, 0.90196, 6.92341], [-3.62922, 1.63934, 5.66823], [-2.92970, 4.05868, 6.61526], [-1.37969, 1.60234, 3.45401], [-0.66877, 3.16613, 2.98640], [-0.09687, 0.54384, 1.37494], [-1.53277, 1.53330, 1.16387], [-0.55598, 3.03851, -0.13231], [0.72808, 3.42261, 1.03274], [2.24336, 1.71951, 0.06793], [1.50202, 2.67579, -1.23606], [1.58504, -0.44861, 0.48220], [0.81943, 4.41366, 4.48771], [2.58524, 6.08399, 3.72307], [4.39183, 5.31725, 2.27351], [3.04027, 1.40933, 2.27734], [-1.11064, -5.46217, -4.36692], [-0.53147, -4.20037, -4.99327], [-1.37470, -3.11410, -3.94920], [-1.98807, -1.84444, -4.27440], [-0.93876, -3.12490, -2.55546], [-1.33864, -4.44062, -6.51984], [-2.68589, -3.94757, -6.74458], [-1.25741, -5.81546, -7.01519], [0.37767, -2.90754, -5.71316], [1.45778, -2.33316, -4.91331], [0.17318, -2.24177, -6.98230], [-1.25531, -1.05027, -4.47683], [-2.60295, -1.49928, -3.44135], [-2.66992, -1.91089, -5.11823], [-0.06073, -2.48242, -2.40669], [-0.66260, -4.13289, -2.23924], [-1.73113, -2.79377, -1.88214], [-3.37480, -4.22838, -5.93728], [-3.09112, -4.33298, -7.68394], [-2.68938, -2.86454, -6.87480], [-1.99226, -6.46978, -6.53435], [-0.26168, -6.22899, -6.84220], [-1.42714, -5.83617, -8.09613], [1.15424, -1.38854, -4.45224], [2.35112, -2.15151, -5.51618], [1.75547, -3.01768, -4.11649], [-0.67153, -1.54789, -6.93798], [0.01821, -2.94187, -7.79994], [1.05349, -1.65725, -7.26708]],
  "atomic_forces_ev_per_a": [[-0.54, 0.22, 0.46], [-0.26, 0.84, -0.29], [3.80, 0.75, 1.02], [-1.45, -0.97, 0.19], [-0.46, -0.04, 0.22], [-0.26, 0.39, -0.63], [0.32, 0.10, -0.31], [-0.93, -0.53, -1.24], [1.03, 1.03, -2.06], [-0.14, 0.13, 0.99], [-0.71, 0.21, 1.05], [-0.76, -0.48, 1.06], [0.16, 0.99, -1.81], [-0.81, -1.49, 0.55], [-0.27, 1.14, -0.35], [-0.04, -0.65, -0.21], [-0.13, 0.52, 0.34], [0.23, 0.06, -1.31], [0.08, -0.17, 1.02], [0.49, -0.04, 0.45], [-0.50, 1.23, -0.18], [0.13, 1.20, 1.12], [0.91, 0.02, -0.68], [-0.24, -1.17, -0.20], [0.37, 1.40, 0.19], [-0.99, 0.33, 0.40], [-0.61, -1.43, 0.21], [-0.33, -0.49, -0.54], [-0.05, -0.56, -0.19], [-0.02, 0.24, -0.58], [0.25, -0.45, 0.24], [0.02, 0.26, 0.69], [0.15, 0.07, -0.54], [0.56, -0.11, 0.31], [0.13, -0.18, 0.18], [0.43, 0.30, -0.40], [0.24, -0.50, 0.08], [-0.15, 0.52, 0.38], [0.61, -0.19, 0.25], [0.44, -0.23, 0.30], [-0.22, -0.50, -0.16], [-0.44, 0.02, -0.20], [-0.02, -0.71, 0.16], [-0.12, -0.29, -0.04], [0.31, -0.29, -0.30], [-0.11, -0.57, -0.09], [-0.28, -0.53, 0.15], [0.15, 0.60, 0.24], [3.91, -0.64, 0.81], [-6.49, 2.36, -2.18], [-0.17, -0.11, 1.14], [0.58, 0.40, -0.55], [0.16, -0.51, 0.11], [-0.09, -0.13, -1.08], [0.04, 0.41, 0.20], [0.25, -0.02, 0.21], [1.91, -1.40, 1.16], [-0.15, 0.14, 0.29], [0.24, -0.37, -0.84], [-0.04, 0.11, -0.01], [0.16, -0.18, 0.17], [0.15, -0.10, -0.13], [-0.09, 0.13, 0.14], [-0.03, -0.03, -0.17], [-0.06, 0.11, -0.10], [-0.09, 0.07, -0.02], [0.19, -0.22, 0.06], [-0.06, 0.06, 0.18], [0.08, -0.10, 0.02], [-0.09, -0.04, 0.06], [-0.04, 0.16, 0.03], [0.07, 0.05, -0.01], [-0.05, -0.05, -0.04], [-0.07, 0.05, 0.04], [-0.08, -0.09, 0.05], [-0.21, -0.01, 0.13], [0.09, -0.03, 0.34]],
  "total_energy_ev": -78787.2875,
  "orbital_gap_ev": 7.513,
  "lumo_ha": 0.00002,
  "smiles": "C#C[C@]1(C[C@@H](C)O)OS(=O)(=O)O[C@]1(CCCCS(=O)(=O)O)c1cccnc1.CN(C)P(=O)(N(C)C)N(C)C"
}

# 3
{
  "formula": "C22H40BCl2N2O5",
  "method": "ωB97M-V/def2-TZVPD",
  "symbols": ["C", "C", "C", "Cl", "C", "C", "C", "C", "C", "Cl", "C", "C", "N", "B", "O", "O", "C", "C", "C", "C", "N", "C", "C", "H", "H", "H", "H", "H", "H", "H", "H", "H", "H", "H", "H", "H", "H", "H", "H", "H", "H", "H", "H", "H", "H", "H", "H", "H", "H", "C", "O", "C", "C", "O", "C", "C", "O", "C", "H", "H", "H", "H", "H", "H", "H", "H", "H", "H", "H", "H", "H", "H"],
  "xyz": [[-2.54059, 0.75000, 2.46336], [-3.32907, 1.71996, 1.50259], [-3.77580, 1.07588, 0.12272], [-3.95026, -0.72643, 0.16377], [-2.90097, 1.59432, -1.10757], [-3.18395, 0.73828, -2.42912], [-2.32004, 1.49829, -3.54563], [-0.79275, 1.22324, -3.14287], [0.01776, 1.56016, -4.45457], [1.78036, 1.92114, -4.33285], [-0.64176, 2.71495, -5.37013], [0.41805, 3.38406, -6.35406], [-0.39585, 1.86055, -1.86748], [-0.30565, 3.39655, -1.93745], [-1.41533, 4.21383, -1.92186], [0.95356, 4.02739, -2.07557], [0.84458, 1.27749, -1.23866], [1.49895, 0.05878, -1.74939], [2.63906, -0.36246, -0.98743], [3.14767, 0.32175, 0.17774], [2.51617, 1.42076, 0.64544], [1.44141, 1.82518, -0.04344], [-1.40751, 1.61663, -0.71741], [-1.78817, 1.31022, 3.08275], [-3.28118, 0.30762, 3.17247], [-1.98029, -0.06595, 1.95109], [-2.80971, 2.70530, 1.34751], [-4.28424, 1.98506, 2.03276], [-4.80165, 1.48456, -0.07905], [-3.32933, 2.60885, -1.34108], [-2.73001, -0.26708, -2.22546], [-4.26703, 0.69999, -2.67702], [-2.58031, 1.01074, -4.51145], [-2.60349, 2.57084, -3.49433], [-0.80507, 0.10372, -3.04593], [-0.06653, 0.64548, -5.10444], [-1.44076, 2.28782, -6.01970], [-1.04991, 3.55846, -4.76124], [1.00562, 2.63659, -6.93172], [1.04183, 4.15736, -5.84655], [-0.20356, 3.94620, -7.10586], [-1.13728, 5.14458, -2.01842], [0.92964, 4.39405, -2.98381], [1.12419, -0.48195, -2.63682], [3.17775, -1.27545, -1.33167], [4.05877, -0.03633, 0.70859], [0.93265, 2.72109, 0.40242], [-1.19536, 2.41955, 0.03158], [-1.15137, 0.63297, -0.23906], [2.18341, -0.79886, 3.15626], [1.36004, -1.88870, 3.51863], [0.81458, -2.59112, 2.41259], [1.01120, -4.09691, 2.53305], [2.35596, -4.55595, 2.48300], [3.22072, -4.22430, 3.56727], [2.85810, -4.82436, 4.91872], [1.66212, -4.26409, 5.44066], [0.75375, -5.22010, 5.95761], [1.57269, 0.09829, 3.01191], [2.88610, -0.62005, 3.97203], [2.76330, -1.00915, 2.25564], [1.24537, -2.24268, 1.46392], [-0.26300, -2.38105, 2.39769], [0.51714, -4.55372, 1.66995], [0.49812, -4.49746, 3.40686], [3.35326, -3.14488, 3.63746], [4.19893, -4.62526, 3.28595], [3.66081, -4.59135, 5.62901], [2.79145, -5.91300, 4.82906], [0.76605, -6.15090, 5.38273], [-0.25027, -4.79737, 5.88620], [0.97692, -5.42165, 7.00808]],
  "atomic_forces_ev_per_a": [[0.19, 0.57, 0.38], [-0.63, -0.59, 0.47], [-0.04, 1.73, -0.29], [0.22, 0.71, 0.09], [-1.59, -0.63, -0.43], [1.82, 1.32, 0.73], [-0.70, -1.42, 2.08], [-1.53, -1.01, -2.82], [-0.72, 0.53, -1.51], [-0.34, -0.49, 0.61], [1.50, 0.46, -0.27], [-1.46, 0.33, -0.35], [0.18, 0.14, 2.11], [1.24, 2.68, -0.77], [0.66, -1.21, -0.07], [-1.68, -1.21, -0.63], [3.44, -2.43, 0.18], [-0.08, 2.11, 2.19], [0.04, -0.16, -0.21], [-1.27, -0.02, -1.53], [-0.14, -1.03, -1.24], [-1.66, 1.01, -0.75], [-1.25, -0.60, 0.67], [-0.77, -0.40, -0.56], [0.79, 0.08, -0.62], [-0.55, 0.59, 0.27], [-0.38, -1.01, -0.09], [0.94, -0.17, -0.47], [0.89, -0.71, 0.06], [0.79, -0.71, 0.48], [-0.85, 0.61, -0.54], [0.82, -0.07, 0.29], [0.65, 0.67, 0.50], [0.32, -0.72, -0.46], [0.46, 1.16, 0.50], [0.25, 0.72, 0.87], [0.47, 0.26, 0.84], [0.07, -0.79, -0.33], [-0.23, 0.61, 0.63], [-0.23, -0.93, -0.42], [0.62, -0.47, 0.62], [-0.20, -0.46, 0.21], [0.60, 0.12, 0.58], [0.59, 0.32, 0.74], [-0.51, 0.84, 0.33], [-0.89, 0.37, -0.54], [0.59, -0.72, -0.41], [-0.23, -0.79, -0.60], [-0.15, 0.87, -0.63], [-0.27, -0.08, 0.45], [0.35, -0.03, -0.39], [-0.08, -0.09, 0.32], [-0.10, -0.17, -0.03], [-0.07, 0.16, 0.03], [0.17, 0.00, 0.02], [0.02, 0.39, 0.04], [-0.13, -0.42, -0.32], [-0.01, 0.32, 0.07], [0.15, 0.10, -0.16], [-0.10, 0.04, 0.03], [-0.07, -0.06, 0.00], [0.07, 0.01, 0.09], [-0.05, -0.15, -0.21], [0.12, 0.04, -0.07], [0.04, 0.23, 0.15], [-0.17, 0.04, 0.18], [-0.11, -0.13, -0.03], [0.18, -0.12, -0.15], [-0.11, 0.01, -0.02], [0.07, -0.02, 0.04], [0.05, 0.04, 0.08], [-0.05, -0.19, 0.01]],
  "total_energy_ev": -62394.3717,
  "orbital_gap_ev": 7.948,
  "lumo_ha": -0.10108,
  "charge": 1
}